Arrangement A

ORCA calculation (ωB97M-V/def2-TZVPD) on an isolated ion of composition C4H8N and charge +1.

Calculated values
- Lowest unoccupied orbital energy: -3.9 eV
- SMILES string: CC1([NH3+])C=C1
- E_HOMO: -14.996 eV
- Total charge: +1

Last column: Mulliken charge in e.
Geometry (Å):
C: -1.66 0.10 0.66  -0.283
C: -1.67 0.07 -0.65  -0.427
C: -0.26 0.08 0.03  0.374
C: 0.60 1.20 -0.01  -1.358
N: 0.45 -1.26 0.00  -0.373
H: -2.13 -0.18 1.58  0.349
H: -2.31 -0.13 -1.46  0.375
H: 0.02 2.02 0.01  0.386
H: 1.37 1.26 -0.84  0.358
H: 1.08 1.07 0.92  0.397
H: -0.03 -2.13 -0.30  0.381
H: 0.81 -1.48 1.03  0.434
H: 1.28 -1.32 -0.63  0.386

Arrangement B

ORCA calculation (ωB97M-V/def2-TZVPD) on an isolated ion of composition C4H8N and charge +1.

Calculated values
- Lowest unoccupied orbital energy: -3.7 eV
- SMILES string: CC1([NH3+])C=C1
- E_HOMO: -14.323 eV
- Total charge: +1

Last column: Mulliken charge in e.
Geometry (Å):
C: 1.15 -0.41 -1.19  -0.549
C: 0.44 0.45 -1.86  -0.229
C: 0.09 -0.05 -0.23  0.385
C: -0.97 -0.98 0.17  -1.356
N: 0.50 0.91 0.81  -0.286
H: 1.88 -1.11 -1.43  0.393
H: 0.07 1.28 -2.38  0.434
H: -0.91 -1.85 -0.33  0.423
H: -1.93 -0.57 0.29  0.336
H: -0.82 -1.45 1.27  0.340
H: 1.36 1.46 0.65  0.403
H: 0.82 0.41 1.64  0.359
H: -0.04 1.77 0.88  0.347

Arrangement C

ORCA calculation (ωB97M-V/def2-TZVPD) on a 2-piece molecular cluster, C4H8N overall.

Calculated values
- Lowest unoccupied orbital energy: -6.3 eV
- E_HOMO: -15.406 eV
- Total charge: +1

Last column: Mulliken charge in e.
Geometry (Å):
C: -0.64 0.65 0.22  0.444
C: -1.94 0.68 0.16  -0.647
C: 0.70 1.18 0.00  -0.268
C: 0.74 -1.34 -0.49  -0.803
N: 0.46 -0.22 0.37  -0.319
H: -2.54 -0.18 0.43  0.260
H: -2.46 1.57 -0.15  0.254
H: 1.07 1.36 -1.00  0.272
H: 1.14 1.83 0.76  0.265
H: 0.15 -2.20 -0.19  0.327
H: 0.49 -1.08 -1.52  0.375
H: 1.80 -1.59 -0.45  0.351
H: 1.03 -0.65 1.84  0.491

Least stable structure: arrangement C

Arrangement A

ORCA calculation (ωB97M-V/def2-TZVPD) on a 2-piece molecular cluster, C4H8N overall.

Calculated values
- Lowest unoccupied orbital energy: -4.7 eV
- E_HOMO: -14.737 eV
- Total charge: +1

Last column: Mulliken charge in e.
Geometry (Å):
C: -0.93 -0.98 -0.99  0.004
C: 0.22 -1.25 -0.36  -0.526
C: -1.26 0.15 -0.07  -0.464
C: 1.48 1.23 0.41  -0.455
N: 0.09 -0.19 0.56  -0.148
H: -1.54 -1.23 -1.88  0.388
H: 0.75 -2.15 -0.18  0.402
H: -1.49 1.15 -0.49  0.253
H: -2.12 -0.16 0.43  0.303
H: 1.54 1.57 1.39  0.317
H: 2.13 0.54 0.06  0.320
H: 1.10 1.91 -0.33  0.291
H: 0.04 -0.58 1.44  0.316

Arrangement B

ORCA calculation (ωB97M-V/def2-TZVPD) on an isolated ion of composition C4H8N and charge +1.

Calculated values
- Lowest unoccupied orbital energy: -3.8 eV
- SMILES string: C[N@@H+]1C=CC1
- E_HOMO: -15.502 eV
- Total charge: +1

Last column: Mulliken charge in e.
Geometry (Å):
C: 0.45 0.05 -1.72  -0.251
C: 0.92 -0.73 -0.74  -0.369
C: -0.65 0.64 -0.84  -0.605
C: 0.05 -0.02 1.55  -0.897
N: -0.29 -0.44 0.12  0.025
H: 0.85 0.19 -2.70  0.431
H: 1.62 -1.37 -0.35  0.519
H: -0.49 1.60 -0.34  0.283
H: -1.60 0.67 -1.10  0.416
H: 0.97 0.40 1.60  0.399
H: -0.70 0.88 1.79  0.329
H: -0.03 -0.75 2.42  0.332
H: -1.09 -1.11 0.30  0.386

Least stable structure: arrangement A

Arrangement A

ORCA calculation (ωB97M-V/def2-TZVPD) on an isolated ion of composition C4H8N and charge +1.

Calculated values
- Lowest unoccupied orbital energy: -5.4 eV
- SMILES string: C=[NH+]/C=C/C
- E_HOMO: -14.713 eV
- Total charge: +1

Last column: Mulliken charge in e.
Geometry (Å):
C: -0.10 0.91 2.10  -1.153
C: -0.33 -0.06 0.98  -0.175
C: 0.11 0.14 -0.24  0.062
N: -0.14 -0.77 -1.30  -0.033
C: 0.43 -0.76 -2.44  -0.089
H: 0.94 1.24 2.15  0.337
H: -0.74 1.78 2.03  0.313
H: -0.38 0.44 3.04  0.356
H: -0.86 -0.97 1.28  0.273
H: 0.60 1.05 -0.56  0.285
H: -0.72 -1.58 -1.09  0.318
H: 0.15 -1.48 -3.20  0.265
H: 1.04 0.06 -2.77  0.241

Arrangement B

ORCA calculation (ωB97M-V/def2-TZVPD) on an isolated ion of composition C4H8N and charge +1.

Calculated values
- Lowest unoccupied orbital energy: -8.3 eV
- E_HOMO: -15.163 eV
- Total charge: +1

Last column: Mulliken charge in e.
Geometry (Å):
C: -1.22 1.02 0.48  -1.144
C: -0.43 -0.03 -0.28  0.873
C: -1.04 -1.25 -0.47  -0.752
C: 1.96 -0.07 -0.08  -0.670
N: 0.76 0.38 -0.64  -0.052
H: -1.93 1.58 -0.12  0.321
H: -1.72 0.57 1.34  0.420
H: -0.54 1.76 0.93  0.372
H: -0.69 -2.15 -0.96  0.330
H: -2.12 -1.21 -0.36  0.287
H: 2.27 -1.06 -0.46  0.394
H: 2.75 0.61 -0.39  0.292
H: 1.94 -0.15 1.02  0.327

Least stable structure: arrangement B